C6H10 in the gas phase, computed with ωB97M-V/def2-TZVPD.

The value obtained for the total energy is -6383.033 eV. As for the HOMO-LUMO gap: 0.3665 hartree. The net charge is 0. The value obtained for the max |F| is 1.71 eV/A. Its SMILES is CC1=CCCC1.

CARTESIAN COORDINATES (ANGSTROEM)
C: 2.29960 0.26441 0.15443
C: 0.77880 0.03005 0.00097
C: -0.03310 1.09356 -0.05516
C: -1.48200 0.75243 -0.34165
C: -1.55855 -0.62856 0.31471
C: -0.23576 -1.24894 -0.09240
H: 2.92499 -0.26286 -0.57750
H: 2.55930 1.33510 0.03504
H: 2.67605 -0.01803 1.14490
H: 0.26288 2.12251 0.14276
H: -2.17920 1.51157 0.02468
H: -1.62766 0.66089 -1.43107
H: -1.66041 -0.50016 1.40374
H: -2.26111 -1.40775 -0.04754
H: -0.37999 -1.57041 -1.14059
H: -0.07886 -2.16403 0.50113

=====

C3H5NO2S in the gas phase, computed with ωB97M-V/def2-TZVPD.

The value obtained for the total energy is -19608.962 eV. As for the HOMO-LUMO gap: 0.3338 hartree. The net charge is 0. The value obtained for the max |F| is 3.45 eV/A. Its SMILES is S=C1COCON1.

CARTESIAN COORDINATES (ANGSTROEM)
S: 2.81458 -0.07468 -0.12016
C: 1.23203 -0.17267 -0.09268
C: 0.50600 1.08933 0.26844
O: -0.77235 1.07611 -0.52778
C: -1.48198 -0.11743 -0.14707
O: -0.74513 -1.13042 0.36223
N: 0.46424 -1.21579 -0.39689
H: 0.22561 1.18181 1.31482
H: 1.06073 1.97811 0.10598
H: -2.41413 0.07916 0.38991
H: -1.83929 -0.63598 -1.00470
H: 0.94969 -2.05755 -0.15210

=====

A gas-phase ion, C4H6NO3 (charge -1), computed with ωB97M-V/def2-TZVPD.

The value obtained for the total energy is -11879.675 eV. As for the HOMO-LUMO gap: 0.2958 hartree. The net charge is -1. The value obtained for the max |F| is 1.06 eV/A. Its SMILES is CN(C=O)CC(=O)[O-].

CARTESIAN COORDINATES (ANGSTROEM)
C: -1.88658 0.88596 0.80473
N: -0.81707 0.03791 0.31544
C: -1.04796 -0.87604 -0.64931
O: -2.10161 -0.91801 -1.28559
C: 0.45907 0.12474 1.03379
C: 1.71184 0.12070 0.06763
O: 2.42436 1.13624 0.18916
O: 1.82256 -0.84804 -0.70458
H: -2.00264 0.74522 1.87852
H: -1.71295 1.92079 0.49986
H: -2.79922 0.57814 0.29362
H: -0.22296 -1.55008 -0.85724
H: 0.48861 1.08483 1.53014
H: 0.56770 -0.68367 1.76898

=====

2 unconnected molecules or ions with the total composition C15H19N3, computed with ωB97M-V/def2-TZVPD.

The value obtained for the total energy is -20330.170 eV. As for the HOMO-LUMO gap: 0.1314 hartree. The net charge is 0. The value obtained for the max |F| is 3.53 eV/A.

CARTESIAN COORDINATES (ANGSTROEM)
C: 3.36449 3.49479 1.76112
N: 2.67448 2.23901 2.04013
C: 2.19172 2.00886 3.39405
C: 2.41201 1.38782 1.06252
C: 1.77589 0.14360 1.23815
C: 1.07672 -0.43336 0.19843
C: 0.40256 -1.69955 0.25058
C: -0.59604 -2.00638 -0.71241
C: -1.27263 -3.22059 -0.68725
C: -0.96269 -4.17367 0.29506
C: 0.01406 -3.88823 1.26198
C: 0.68499 -2.66505 1.25037
H: 3.27060 4.12670 2.64704
H: 4.42897 3.34111 1.53239
H: 2.91219 3.98021 0.88598
H: 2.35348 2.94327 3.93724
H: 1.12426 1.74769 3.38630
H: 2.73287 1.19431 3.89535
H: 2.69371 1.72630 0.05697
H: 1.81377 -0.34114 2.21954
H: 0.96682 0.15813 -0.71379
H: -0.82122 -1.24800 -1.46349
H: -2.03949 -3.42642 -1.43658
H: -1.48142 -5.13472 0.30625
H: 0.25282 -4.62587 2.03006
H: 1.44687 -2.42856 1.99701
C: 3.27600 -1.23049 -3.16506
C: 4.22965 -1.41689 -2.07053
N: 5.51709 -1.84090 -2.25757
C: 6.07059 -1.90525 -1.01245
C: 5.07445 -1.50145 -0.06620
N: 3.93432 -1.20121 -0.74654
H: 2.27771 -1.06797 -2.74776
H: 3.55235 -0.36846 -3.78525
H: 3.26834 -2.11712 -3.81014
H: 7.08980 -2.20836 -0.80068
H: 5.18717 -1.43902 1.00882

=====

For the records above, the corresponding energy relative to the best compared isomer or geometry (same formula, charge and spin) values read 0.827; 3.549; 0.794; 3.746 eV.
For the records above, the corresponding lowest unoccupied orbital energy values read 0.0420; 0.0054; 0.1377; -0.0661 Eh.